(1)
{
  "formula": "C48H45F4N6S3Ti",
  "method": "the ωB97M-V functional and the def2-TZVPD basis",
  "elements": ["Ti", "C", "C", "N", "C", "C", "C", "C", "N", "C", "C", "F", "C", "F", "C", "C", "F", "C", "F", "H", "H", "H", "H", "H", "H", "H", "H", "H", "H", "H", "H", "H", "H", "H", "N", "S", "N", "S", "N", "S", "N", "C", "C", "C", "C", "C", "C", "C", "C", "C", "C", "C", "C", "C", "C", "C", "C", "C", "C", "C", "C", "C", "C", "C", "C", "C", "C", "C", "C", "C", "C", "C", "C", "C", "C", "C", "C", "H", "H", "H", "H", "H", "H", "H", "H", "H", "H", "H", "H", "H", "H", "H", "H", "H", "H", "H", "H", "H", "H", "H", "H", "H", "H", "H", "H", "H", "H"],
  "positions_angstrom": [[0.77, 0.85, -2.15], [-2.65, 1.11, -3.03], [-1.95, 0.07, -3.90], [-0.48, 0.22, -4.12], [-0.19, 1.12, -5.28], [-0.98, 2.41, -5.38], [0.05, -1.13, -4.46], [1.57, -1.10, -4.53], [1.96, -0.29, -3.40], [3.12, 0.27, -3.11], [2.90, 1.17, -2.02], [0.70, 2.41, -2.94], [3.93, 2.02, -1.75], [3.77, 3.04, -0.90], [5.18, 1.92, -2.36], [5.38, 0.96, -3.35], [6.57, 0.86, -3.93], [4.37, 0.14, -3.76], [4.53, -0.72, -4.75], [-3.63, 0.73, -2.74], [-2.81, 2.06, -3.55], [-2.10, 1.33, -2.12], [-2.44, 0.03, -4.87], [-2.10, -0.91, -3.43], [-0.37, 0.54, -6.20], [0.87, 1.37, -5.25], [-2.04, 2.24, -5.54], [-0.61, 2.95, -6.26], [-0.83, 3.05, -4.52], [-0.36, -1.48, -5.41], [-0.25, -1.81, -3.68], [1.95, -0.68, -5.46], [1.97, -2.11, -4.46], [5.99, 2.58, -2.10], [0.35, -0.92, -1.32], [0.16, -1.79, -0.16], [0.35, -1.24, 1.38], [-0.66, -0.42, 2.23], [-1.23, 0.93, 1.70], [-0.29, 1.95, 0.84], [-0.04, 1.50, -0.54], [1.15, 2.32, 1.81], [1.14, 3.38, 2.71], [2.28, 3.63, 3.45], [3.40, 2.83, 3.30], [3.39, 1.78, 2.40], [2.27, 1.51, 1.64], [-1.30, 3.39, 0.93], [-1.08, 4.32, -0.09], [-1.81, 5.49, -0.07], [-2.73, 5.72, 0.95], [-2.94, 4.78, 1.95], [-2.22, 3.60, 1.95], [0.17, -0.23, 3.78], [-0.51, 0.52, 4.73], [0.09, 0.70, 5.97], [1.34, 0.14, 6.23], [1.99, -0.61, 5.26], [1.41, -0.81, 4.02], [-2.10, -1.32, 2.71], [-3.37, -0.83, 2.45], [-4.46, -1.56, 2.90], [-4.26, -2.75, 3.59], [-2.97, -3.23, 3.83], [-1.88, -2.51, 3.39], [-1.44, -2.54, -0.25], [-1.70, -3.83, 0.20], [-2.99, -4.33, 0.06], [-3.98, -3.56, -0.54], [-3.70, -2.27, -0.99], [-2.42, -1.75, -0.85], [1.32, -3.12, -0.07], [1.65, -3.74, 1.13], [2.51, -4.83, 1.10], [3.04, -5.27, -0.11], [2.71, -4.62, -1.29], [1.85, -3.54, -1.28], [0.26, 4.00, 2.82], [2.29, 4.46, 4.15], [4.29, 3.04, 3.88], [4.28, 1.16, 2.27], [2.26, 0.71, 0.92], [-0.36, 4.10, -0.87], [-1.65, 6.23, -0.84], [-3.29, 6.65, 0.96], [-3.66, 4.97, 2.73], [-2.37, 2.84, 2.71], [-1.48, 0.95, 4.51], [-0.42, 1.28, 6.73], [1.80, 0.28, 7.20], [2.96, -1.05, 5.47], [1.89, -1.39, 3.25], [-3.50, 0.11, 1.92], [-5.46, -1.20, 2.72], [-5.11, -3.32, 3.95], [-2.82, -4.15, 4.37], [-0.86, -2.85, 3.59], [-0.92, -4.43, 0.64], [-3.21, -5.33, 0.39], [-4.98, -3.96, -0.66], [-4.47, -1.68, -1.46], [-2.17, -0.76, -1.20], [1.24, -3.38, 2.07], [2.78, -5.32, 2.03], [3.71, -6.12, -0.12], [3.14, -4.96, -2.23], [1.58, -3.01, -2.19]],
  "lumo_ev": [-4.773, -6.451],
  "de_lowest_ev": 0.000,
  "gap_ha": [0.301, 0.262],
  "charge": 2,
  "multiplicity": 2
}

=====

(2)
{
  "formula": "C48H45GeN5P2PdS",
  "method": "the ωB97M-V functional and the def2-TZVPD basis",
  "elements": ["Pd", "S", "N", "C", "C", "C", "C", "C", "N", "C", "C", "N", "C", "C", "C", "C", "C", "N", "H", "H", "H", "H", "H", "H", "C", "N", "C", "P", "C", "C", "C", "C", "C", "C", "C", "C", "C", "C", "C", "C", "C", "C", "C", "C", "C", "C", "P", "C", "C", "C", "C", "C", "C", "C", "C", "C", "C", "C", "C", "H", "H", "H", "H", "H", "H", "H", "H", "H", "H", "H", "H", "H", "H", "H", "H", "H", "H", "H", "H", "H", "H", "H", "H", "H", "H", "H", "H", "H", "C", "Ge", "C", "C", "C", "H", "H", "H", "H", "H", "H", "H", "H", "H", "H"],
  "positions_angstrom": [[0.11, 0.18, -0.16], [-2.40, -4.05, 5.72], [-1.64, -2.63, 5.67], [-1.40, -2.36, 4.40], [-0.74, -1.18, 3.90], [-0.26, -0.19, 4.75], [0.35, 0.92, 4.19], [0.45, 1.00, 2.81], [0.00, 0.06, 1.98], [-0.59, -1.04, 2.51], [-1.04, -2.10, 1.59], [-0.81, -1.94, 0.26], [-1.18, -2.91, -0.56], [-1.82, -4.07, -0.14], [-2.08, -4.24, 1.20], [-1.67, -3.25, 2.09], [-1.86, -3.36, 3.52], [-2.45, -4.38, 4.14], [-0.37, -0.30, 5.82], [0.74, 1.72, 4.80], [0.88, 1.88, 2.36], [-0.94, -2.77, -1.60], [-2.09, -4.82, -0.86], [-2.57, -5.13, 1.58], [-1.36, 3.03, -1.56], [-1.67, 2.46, -2.84], [-1.48, 1.05, -3.05], [0.12, 0.40, -2.39], [1.38, 1.51, -3.05], [1.50, 1.60, -4.44], [2.42, 2.48, -5.01], [3.21, 3.28, -4.19], [3.08, 3.21, -2.81], [2.16, 2.33, -2.25], [0.26, -1.16, -3.31], [-0.87, -1.80, -3.83], [-0.74, -2.98, -4.54], [0.51, -3.53, -4.75], [1.64, -2.89, -4.26], [1.51, -1.72, -3.54], [-2.19, 3.27, -3.87], [-3.07, 2.73, -4.81], [-3.58, 3.54, -5.82], [-3.23, 4.88, -5.89], [-2.37, 5.41, -4.94], [-1.84, 4.61, -3.94], [-1.66, 1.83, -0.19], [-1.51, 2.89, 1.27], [-2.37, 2.74, 2.35], [-2.21, 3.50, 3.49], [-1.18, 4.43, 3.57], [-0.31, 4.59, 2.50], [-0.47, 3.82, 1.36], [-3.40, 1.38, -0.32], [-4.36, 2.31, -0.75], [-5.69, 1.93, -0.85], [-6.07, 0.64, -0.52], [-5.13, -0.29, -0.09], [-3.80, 0.09, 0.00], [-1.97, 3.92, -1.39], [-0.31, 3.36, -1.47], [-1.45, 0.86, -4.13], [-2.28, 0.43, -2.63], [0.90, 0.98, -5.09], [2.51, 2.53, -6.08], [3.92, 3.96, -4.63], [3.69, 3.84, -2.18], [2.04, 2.33, -1.17], [-1.86, -1.40, -3.67], [-1.62, -3.46, -4.94], [0.61, -4.45, -5.31], [2.63, -3.31, -4.45], [2.40, -1.20, -3.20], [-3.39, 1.70, -4.75], [-4.26, 3.12, -6.55], [-3.64, 5.51, -6.67], [-2.09, 6.46, -4.98], [-1.14, 5.04, -3.23], [-3.19, 2.03, 2.29], [-2.90, 3.39, 4.32], [-1.06, 5.03, 4.46], [0.48, 5.33, 2.55], [0.22, 3.97, 0.53], [-4.08, 3.32, -1.01], [-6.43, 2.65, -1.19], [-7.11, 0.35, -0.60], [-5.43, -1.29, 0.17], [-3.05, -0.64, 0.32], [3.44, -2.15, 0.90], [3.86, -0.49, -0.04], [5.10, 0.64, 0.94], [4.56, -0.86, -1.82], [2.06, 0.40, 0.07], [4.39, -2.65, 1.11], [2.83, -2.81, 0.28], [2.94, -1.98, 1.85], [6.09, 0.19, 0.93], [4.80, 0.76, 1.98], [5.18, 1.63, 0.49], [5.60, -1.15, -1.67], [4.55, 0.01, -2.48], [4.06, -1.70, -2.29], [2.17, 1.24, 0.76]],
  "lumo_ev": [-6.494, -6.494],
  "gap_ha": [0.210, 0.210],
  "charge": 2
}

=====

(3)
{
  "formula": "C48H47As2FeN4O12S",
  "method": "the ωB97M-V functional and the def2-TZVPD basis",
  "elements": ["Fe", "C", "C", "C", "C", "C", "C", "C", "C", "S", "C", "N", "C", "C", "C", "C", "C", "C", "C", "C", "H", "H", "H", "H", "H", "H", "H", "H", "H", "H", "H", "H", "H", "H", "H", "H", "C", "O", "C", "C", "C", "C", "C", "C", "N", "N", "C", "C", "C", "C", "O", "C", "N", "C", "C", "C", "C", "H", "H", "H", "H", "H", "H", "H", "H", "H", "H", "H", "H", "C", "O", "C", "O", "C", "C", "As", "C", "C", "C", "As", "C", "C", "O", "O", "C", "C", "O", "O", "C", "C", "O", "O", "C", "H", "H", "H", "H", "H", "H", "H", "H", "H", "H", "H", "H", "H", "H", "H", "H", "H", "H", "O", "C", "O", "H"],
  "positions_angstrom": [[1.26, -0.97, 0.10], [-4.12, -1.04, 2.42], [-4.54, -1.92, 1.23], [-4.87, -1.04, 0.01], [-5.81, -2.68, 1.60], [-3.38, -2.83, 0.87], [-3.50, -4.22, 0.91], [-2.44, -5.06, 0.61], [-1.22, -4.48, 0.29], [0.31, -5.26, 0.03], [1.03, -3.69, -0.10], [0.21, -2.68, -0.03], [-1.07, -3.08, 0.22], [-2.16, -2.27, 0.51], [2.44, -3.48, -0.02], [3.40, -4.49, -0.01], [4.71, -4.17, 0.27], [5.05, -2.85, 0.57], [4.08, -1.86, 0.57], [2.77, -2.15, 0.24], [-4.95, -0.42, 2.76], [-3.29, -0.39, 2.16], [-3.81, -1.68, 3.25], [-5.69, -0.37, 0.26], [-5.18, -1.67, -0.82], [-4.01, -0.45, -0.29], [-6.60, -1.97, 1.82], [-5.67, -3.30, 2.49], [-6.16, -3.30, 0.78], [-4.43, -4.68, 1.19], [-2.54, -6.13, 0.65], [-1.99, -1.20, 0.47], [3.10, -5.52, -0.19], [5.47, -4.94, 0.30], [6.07, -2.60, 0.81], [4.36, -0.85, 0.83], [7.75, 1.87, 5.37], [6.97, 2.33, 6.45], [5.69, 2.72, 6.18], [4.89, 3.09, 7.27], [3.58, 3.46, 7.10], [2.99, 3.43, 5.81], [3.83, 3.11, 4.71], [5.14, 2.76, 4.89], [1.69, 3.67, 5.66], [1.06, 3.51, 4.55], [0.84, 2.33, 3.97], [1.10, 1.11, 4.63], [1.12, -0.09, 3.97], [0.85, -0.15, 2.60], [0.99, -1.25, 1.93], [0.44, 1.04, 1.92], [0.16, 0.90, 0.60], [-0.07, 2.00, -0.09], [-0.10, 3.28, 0.47], [0.13, 3.42, 1.83], [0.42, 2.29, 2.59], [8.71, 1.57, 5.80], [7.93, 2.67, 4.64], [7.29, 1.02, 4.87], [5.33, 3.07, 8.25], [2.97, 3.73, 7.94], [3.41, 3.15, 3.72], [5.73, 2.52, 4.02], [1.34, 1.16, 5.68], [1.38, -1.01, 4.47], [-0.22, 1.87, -1.15], [-0.29, 4.13, -0.16], [0.12, 4.40, 2.30], [-3.39, 2.36, -0.15], [-2.91, 1.49, -1.17], [-2.38, 2.06, -2.28], [-2.25, 3.24, -2.43], [-1.88, 1.02, -3.19], [-2.11, 1.06, -4.51], [-1.11, 0.11, -5.96], [-0.54, 1.66, -7.04], [0.37, -0.01, -4.68], [0.11, -0.98, -3.72], [-1.01, -0.49, -2.23], [-2.56, -1.62, -2.78], [0.20, -2.37, -4.04], [0.42, -2.80, -5.16], [-0.06, -3.18, -2.98], [-0.11, -4.56, -3.27], [1.12, 1.19, -4.46], [1.70, 1.83, -5.31], [1.08, 1.59, -3.15], [1.77, 2.80, -2.89], [-3.19, 1.87, -5.08], [-3.29, 2.12, -6.26], [-4.13, 2.20, -4.18], [-5.21, 3.00, -4.66], [-2.93, 2.06, 0.79], [-4.48, 2.25, -0.08], [-3.14, 3.40, -0.37], [-1.35, 1.95, -7.70], [0.31, 1.33, -7.63], [-0.25, 2.51, -6.43], [-2.49, -1.83, -3.85], [-3.49, -1.08, -2.59], [-2.57, -2.55, -2.22], [-0.87, -5.00, -2.62], [0.86, -5.02, -3.08], [-0.36, -4.72, -4.32], [2.02, 2.81, -1.83], [1.13, 3.66, -3.13], [2.68, 2.86, -3.50], [-5.64, 3.49, -3.79], [-5.95, 2.36, -5.15], [-4.84, 3.73, -5.38], [1.95, -0.68, -1.73], [2.70, 0.21, -1.27], [2.64, 0.50, -0.06], [3.43, 0.71, -1.93]],
  "lumo_ev": [-0.458, -1.796],
  "de_lowest_ev": 1.387,
  "gap_ha": [0.219, 0.225],
  "multiplicity": 6
}